7
Properties=species:S:1:pos:R:3:forces:R:3:mulliken_charge:R:1 method="wB97M-V/def2-TZVPD" charge=0 mol_weight_g_mol=187.939 smiles="O=C[C@@H](F)I" homo_energy_ev=-9.5 orbital_gap_ha=0.3552
O -0.190801 -1.145539 1.478645 0.34 -0.91 -0.42 -0.373
C 0.172286 -1.084335 0.349555 -1.52 5.30 0.51 0.040
C 0.075774 0.611994 -0.308083 -2.59 -4.28 0.28 -0.174
F 0.266964 0.754243 -1.607670 0.38 -0.41 -1.79 -0.217
I -1.738401 1.602066 0.191668 -0.05 -0.24 0.24 0.070
H 0.596422 -1.814313 -0.276943 0.62 -1.36 -0.95 0.370
H 0.817755 1.075882 0.172828 2.83 1.90 2.13 0.284

***

113
Properties=species:S:1:pos:R:3:forces:R:3:mulliken_charge:R:1 method="wB97M-V/def2-TZVPD" charge=+1 mol_weight_g_mol=1114.382 spin_multiplicity=4 homo_energy_ev="-9.7 / -10.2" orbital_gap_ha="0.2551 / 0.2342"
Re -0.511969 0.054690 1.125215 0.28 -0.87 1.14 0.472
S -1.585827 1.992281 1.119904 -0.16 1.42 -0.25 -0.249
C -3.278072 1.667053 1.420490 -0.53 1.17 0.36 0.704
C -4.215027 2.737813 1.420656 0.04 -1.56 0.17 -0.991
C -5.516661 2.480163 1.812911 0.24 0.40 -0.56 -0.690
C -5.890454 1.196672 2.175404 -1.80 -0.39 -0.18 -0.585
C -4.993963 0.178691 2.213067 1.87 -0.42 0.03 -1.153
C -3.628409 0.415540 1.866384 -1.75 -0.01 0.09 0.382
S -2.454605 -0.831309 2.025290 0.56 -0.89 0.21 -0.213
H -3.910272 3.695219 1.085145 0.23 0.81 -0.19 0.600
H -6.287162 3.236720 1.762753 0.17 0.21 0.04 0.383
H -6.967204 0.949559 2.308037 0.93 0.39 0.28 0.332
H -5.252401 -0.805031 2.568559 -0.21 -0.20 -0.09 0.560
O 3.436425 -0.382100 -2.419257 0.01 0.43 -0.51 -0.355
S 3.286335 -0.006471 -3.871645 1.26 -1.18 0.87 -0.105
C 3.005686 1.739106 -3.915957 1.21 0.21 1.13 -0.969
C 2.096824 2.127725 -2.759351 0.04 0.97 0.20 0.811
C 2.961166 2.862768 -1.677093 -0.49 -1.13 -0.50 -0.788
C 2.116230 3.281196 -0.485321 2.30 -1.32 0.66 -1.854
S 1.841331 2.144876 0.916524 0.11 0.67 -0.02 0.840
O 1.301665 0.813145 0.367475 -0.27 -0.06 -0.65 -0.383
C 3.503579 1.779064 1.377378 -0.69 -1.11 -0.73 0.858
C 4.189378 0.758955 0.678072 -0.61 0.65 -0.59 0.137
C 5.490989 0.567500 1.068922 0.47 0.54 2.05 -1.323
C 5.977272 1.254723 2.253644 -0.01 -0.62 -0.58 -0.631
C 5.166185 2.103340 3.050944 2.12 -0.27 -1.28 -0.947
C 3.940480 2.399491 2.523223 -1.41 1.00 0.58 -0.373
C 1.715923 -0.509691 -4.452317 -0.31 -0.59 -0.80 -0.772
C 0.421294 -0.298304 -3.745888 -0.26 -3.54 0.85 -0.870
C -0.722581 -1.120210 -4.359682 -2.06 0.11 -0.93 -0.283
C -0.622519 -1.542635 -5.801706 -1.12 -0.36 0.38 -0.666
C 0.543262 -1.390195 -6.432178 -0.11 -0.43 0.31 -1.068
C 1.761824 -1.017886 -5.701535 0.12 0.52 0.86 -0.101
H 2.708972 1.878099 -4.932781 -0.54 0.70 -0.54 0.580
H 3.986168 2.241695 -3.729993 -0.50 -0.54 -0.58 0.469
H 1.646725 1.205957 -2.298470 0.30 1.19 -0.26 -0.716
H 1.348281 2.829174 -3.187677 0.04 -0.52 0.61 0.421
H 3.433524 3.769188 -2.058211 -0.19 0.03 -0.33 0.552
H 3.790563 2.186158 -1.451688 -0.13 0.09 0.37 0.349
H 1.215164 3.623437 -0.862808 -2.08 0.85 -0.14 0.829
H 2.650938 4.038982 0.070212 -0.10 0.63 0.16 0.677
H 3.723662 0.213249 -0.192142 0.57 0.69 1.03 0.346
H 6.102839 -0.168521 0.558647 0.14 0.24 0.10 0.501
H 7.036055 1.079112 2.503871 -0.68 0.11 0.11 0.394
H 5.564706 2.691558 3.891104 -0.18 -0.72 -0.33 0.436
H 3.281527 3.143848 3.020108 0.45 -0.63 -0.35 0.348
H 0.230981 0.699382 -3.606110 -0.66 2.39 0.09 1.633
H -1.666897 -0.534109 -4.224036 0.58 -0.42 -0.24 0.022
H -1.567754 -2.037554 -6.229409 1.69 1.04 0.28 0.357
H 0.622006 -1.639460 -7.458386 0.20 -0.30 -0.84 0.480
H 2.778427 -1.135989 -6.098639 -0.66 -0.08 -0.40 0.467
C 2.783073 -1.900996 2.196332 -0.42 -0.03 -0.37 -0.980
C 1.621134 -2.721464 2.821555 0.90 1.65 0.11 0.537
C 0.620877 -3.084172 1.767361 -2.41 -2.91 1.04 -1.165
C 1.042768 -1.995028 4.023317 0.04 -0.69 -0.28 0.666
C 1.114436 -2.704582 5.217979 0.77 -0.38 -1.34 -1.265
C 0.655063 -2.186076 6.361909 -0.86 0.37 1.07 -1.137
C 0.020786 -0.983284 6.322649 -0.11 1.25 1.18 -0.825
C 0.004311 -0.177349 5.185322 -0.40 1.21 1.02 0.914
C -0.435997 1.284556 5.327780 -0.19 -0.73 -0.49 0.329
C 0.479298 2.315486 4.614976 -1.43 0.73 0.01 -1.180
C -1.915017 1.384126 4.966009 -0.51 0.83 -0.04 -1.480
C 0.466302 -0.699076 4.013892 0.63 -1.35 -1.39 -0.626
O 0.428690 0.030506 2.839255 0.31 -0.56 -0.06 0.981
H 2.855442 -2.181882 1.130081 0.18 0.32 0.28 0.031
H 3.721203 -2.158813 2.668621 0.28 0.07 0.15 0.469
H 2.621175 -0.812421 2.297142 0.06 -0.60 -0.18 -0.028
H 2.089146 -3.626735 3.207231 -0.33 -0.14 -0.04 0.979
H 0.368794 -2.336386 1.005398 0.20 -0.09 -0.08 0.030
H -0.366422 -3.477085 2.263435 1.43 1.18 -0.78 0.150
H 0.940817 -4.060737 1.321402 0.00 1.17 -0.53 0.404
H 1.554493 -3.680331 5.344332 0.32 -0.24 -0.82 0.419
H 0.806752 -2.733172 7.262705 -0.25 -0.20 0.69 0.462
H -0.369764 -0.614553 7.276625 0.06 0.28 -0.44 0.447
H -0.324992 1.487427 6.354074 0.00 0.18 1.48 0.942
H -0.084171 2.762091 3.788233 0.19 -0.26 -0.31 0.288
H 1.366234 1.850603 4.225758 0.53 0.03 0.00 0.013
H 0.682535 3.206655 5.246290 0.22 -0.81 -0.03 0.351
H -1.996532 1.279613 3.912868 -0.10 -0.50 -1.12 0.092
H -2.365728 2.366912 5.107190 0.31 0.32 0.47 0.426
H -2.619090 0.681583 5.425610 0.59 -0.17 0.15 0.345
C -3.323016 3.401774 -3.417206 0.65 1.39 0.09 -0.785
C -3.973455 2.186891 -3.333921 0.16 0.06 -0.26 -0.808
C -3.343465 1.073908 -2.808141 -1.65 0.78 -0.05 -0.751
C -2.143142 1.206192 -2.211996 2.14 -2.04 0.92 0.304
C -1.428572 2.361779 -2.266315 -0.26 2.81 -1.47 1.035
C -2.007850 3.501174 -2.919474 -0.45 -2.13 0.80 -1.168
As -1.282540 -0.332559 -1.291963 -0.70 -0.19 0.16 1.426
C 0.080644 -1.177820 -2.427146 0.88 0.13 -0.21 0.516
C 1.165789 -1.751583 -1.573095 -0.33 -0.81 0.00 1.293
C 1.528520 -3.034698 -1.814904 1.00 2.88 3.15 -1.346
C 1.077508 -3.814969 -2.869576 -0.66 -0.78 -2.22 -1.116
C 0.082458 -3.404071 -3.677756 0.91 -2.64 -0.75 -1.326
C -0.722822 -2.251216 -3.252606 -0.38 1.83 -0.73 1.737
C -2.056279 -2.626121 -2.594016 1.17 -0.68 0.19 -0.071
C -2.764076 -3.788411 -2.795792 -1.65 -0.93 -0.37 -0.321
C -4.003002 -4.020018 -2.139764 1.41 0.45 -0.84 -1.289
C -4.496982 -3.086134 -1.256916 -0.33 -0.46 0.19 -0.712
C -3.717578 -2.020519 -0.912952 -0.18 1.34 0.43 -0.446
C -2.478866 -1.857716 -1.546640 -0.55 2.49 0.88 0.346
H -3.820389 4.316531 -3.833161 0.49 -1.10 0.37 0.354
H -4.978573 2.057571 -3.665124 -0.54 0.16 -0.36 0.499
H -3.922999 0.192344 -2.755865 -0.27 -1.08 0.05 0.554
H -0.402348 2.457050 -1.939400 -0.15 -0.19 0.40 0.251
H -1.437299 4.397904 -2.940214 0.20 0.69 -0.22 0.550
H 1.601748 -1.148716 -0.764511 -0.04 -0.41 -0.59 -0.188
H 2.319684 -3.400253 -1.169080 -0.03 -0.29 -0.08 0.502
H 1.703456 -4.678627 -3.026165 -0.29 -0.37 -0.61 0.485
H -0.124837 -4.024312 -4.628740 -0.04 1.27 1.65 0.345
H -2.430511 -4.508587 -3.528462 0.07 -0.11 -0.04 0.578
H -4.581023 -4.884175 -2.365979 -0.19 -0.62 -0.22 0.441
H -5.468268 -3.168266 -0.786678 -0.03 -0.28 -0.13 0.516
H -4.222141 -1.306431 -0.213426 1.25 -0.42 -0.56 0.152

***

14
Properties=species:S:1:pos:R:3:forces:R:3:mulliken_charge:R:1 method="wB97M-V/def2-TZVPD" charge=0 mol_weight_g_mol=84.122 smiles="C=NN1CCC1" homo_energy_ev=-8.0 orbital_gap_ha=0.3340
C -0.744096 0.418291 -2.195284 0.43 0.97 -0.89 -0.349
N 0.312522 0.183895 -1.458538 -2.24 0.23 -0.96 -0.759
N 0.150181 -0.113099 -0.183027 1.44 -0.01 1.38 0.651
C 1.255403 -0.243297 0.811352 -1.37 -0.67 0.35 -0.523
C 0.132412 -0.166660 1.991952 1.31 0.25 -0.38 -0.413
C -0.940996 -0.130820 0.757573 -1.26 1.20 2.15 -0.580
H -1.828438 0.548499 -1.852306 1.64 -0.53 -0.10 0.212
H -0.545925 0.717308 -3.293635 -0.25 -0.68 2.02 0.232
H 1.907506 0.624943 0.998781 0.08 -0.45 -0.94 0.260
H 1.781854 -1.211753 0.607055 -0.10 0.96 0.65 0.268
H 0.428756 0.857253 2.570228 -1.54 -2.53 -1.26 0.203
H 0.099360 -1.072992 2.726043 -0.13 1.80 -1.45 0.247
H -1.646673 0.773943 0.762904 1.13 -0.84 -0.15 0.300
H -1.651697 -0.997859 0.778324 0.86 0.29 -0.41 0.250

***

18
Properties=species:S:1:pos:R:3:forces:R:3:mulliken_charge:R:1 method="wB97M-V/def2-TZVPD" charge=+1 mol_weight_g_mol=109.125 spin_multiplicity=2 homo_energy_ev="-14.0 / -14.2" orbital_gap_ha="0.1453 / 0.1582"
C 2.652579 0.618353 -0.389524 -0.23 -0.88 -0.44 -0.651
C 1.775628 -0.198139 0.367946 -1.02 0.14 0.74 0.689
N 0.418198 -0.288716 -0.099558 -0.80 -0.08 -1.54 0.142
C -0.108589 -0.121239 -1.440102 1.31 -0.88 2.35 -0.954
O 1.970840 -0.755103 1.434985 0.52 -0.16 0.10 -0.398
H 3.723784 0.636553 -0.220892 -0.24 0.18 0.23 0.336
H -0.063276 1.707047 1.514923 -0.02 0.08 0.04 -0.061
H 2.204162 1.037338 -1.270753 0.36 0.54 -0.24 0.338
H -0.304846 -0.678113 0.503995 0.44 -0.11 0.82 0.280
H -0.679050 0.816691 -1.364119 -0.62 0.68 -0.47 0.450
H 0.727518 -0.166191 -2.111253 -0.15 0.31 -0.82 0.438
H -0.865494 -0.890665 -1.534757 -0.16 -0.11 -0.60 0.335
H -3.455161 1.291477 -1.100957 -0.20 0.01 0.17 0.309
H 0.445832 2.174538 1.244428 -0.04 0.08 0.04 0.094
O -2.685982 0.737651 -0.938264 0.52 0.36 -0.94 -0.525
H -3.206121 -0.783332 1.671019 0.29 0.01 -0.05 0.315
H -2.775953 0.151449 -0.142306 -0.19 -0.13 0.55 0.394
O -2.474873 -0.691218 1.026383 0.23 -0.06 0.03 -0.531

***

88
Properties=species:S:1:pos:R:3:forces:R:3:mulliken_charge:R:1 method="wB97M-V/def2-TZVPD" charge=+3 mol_weight_g_mol=782.007 homo_energy_ev=-16.6 orbital_gap_ha=0.2093
Pb 0.052970 0.776538 0.944015 0.04 0.50 0.57 1.863
C 2.266836 3.224230 2.255404 0.05 -0.01 0.18 -0.658
C 2.648109 1.892775 2.869623 0.15 0.07 -0.27 -0.233
O 1.529380 1.024659 3.081525 -0.29 0.05 -0.18 -0.101
C 0.804196 1.281022 4.289999 -0.23 0.02 0.07 -0.565
C -0.419283 0.386645 4.304180 0.24 -0.04 0.05 -0.759
O -1.277193 0.594363 3.173908 0.28 0.07 -0.20 -0.353
C -2.327915 1.554605 3.336340 -0.17 0.22 -0.08 -0.849
C -1.881722 2.998126 3.178003 -0.10 -0.09 0.03 -0.731
O -1.110255 3.088015 1.984266 0.14 -0.19 -0.03 0.069
C -0.495915 4.354303 1.754279 0.12 0.03 -0.08 -0.663
C 0.643227 4.146436 0.763645 -0.25 0.04 0.00 -0.761
O 1.447382 3.010767 1.097385 0.00 -0.27 0.18 -0.302
H 3.181954 3.741751 1.957058 -0.01 0.05 0.04 0.476
H 1.740637 3.850001 2.978377 -0.03 0.00 -0.03 0.429
H 3.181309 2.066232 3.806545 0.01 -0.05 0.00 0.490
H 3.305662 1.357616 2.189182 0.05 -0.05 0.02 -0.358
H 0.529586 2.337056 4.339997 0.03 -0.02 0.02 0.250
H 1.427894 1.041748 5.155628 0.04 0.00 -0.04 0.515
H -0.973399 0.532551 5.233109 -0.03 -0.03 -0.02 0.476
H -0.105846 -0.656525 4.241494 -0.02 0.00 0.09 0.348
H -2.798799 1.434079 4.313911 -0.03 -0.10 -0.03 0.467
H -3.057363 1.305833 2.564741 -0.03 0.00 0.04 0.293
H -1.296703 3.343473 4.035357 0.02 0.02 -0.05 0.493
H -2.773243 3.629086 3.108497 0.00 0.00 0.04 0.448
H -0.140386 4.773564 2.699296 -0.04 -0.03 0.02 0.432
H -1.214365 5.057839 1.324240 0.01 0.04 0.05 0.390
H 1.258484 5.047201 0.720578 0.00 -0.01 -0.10 0.451
H 0.247208 3.941104 -0.232017 0.03 0.05 -0.02 0.261
C 0.228899 1.177092 -3.598709 -0.20 -0.28 -0.20 -0.717
Si -0.346009 -0.598672 -3.833868 0.72 0.06 -0.18 0.201
C -1.294840 -1.000767 -5.414461 -0.13 0.23 0.37 -1.182
C 1.082143 -1.788409 -3.571444 -0.34 0.09 0.08 -0.262
C -1.694978 -0.849031 -2.459254 0.15 -0.49 -0.14 1.294
C -2.312788 0.374027 -2.012485 -0.98 0.90 -0.13 -0.878
C -3.348718 0.746513 -2.900679 0.31 -0.29 0.09 -0.998
C -4.083384 1.876532 -2.619635 -0.02 0.15 0.03 -0.806
C -3.789260 2.612531 -1.476503 0.03 -0.05 -0.04 -1.209
C -2.745412 2.192048 -0.684181 -0.09 -0.02 -0.10 -0.544
N -2.003981 1.095750 -0.933635 0.12 -0.38 -0.15 1.236
Si -2.518248 -2.462429 -1.771896 -0.26 -0.26 0.25 0.367
C -1.868008 -2.272747 0.012084 0.19 0.14 -0.30 -0.336
C -4.375542 -2.189160 -1.760015 0.33 0.07 -0.18 -1.089
C -1.962688 -3.970413 -2.721016 -0.07 0.21 0.12 -1.087
H 1.123222 1.373626 -4.191859 0.02 -0.05 -0.02 0.521
H 0.476937 1.375860 -2.552379 0.04 -0.02 0.01 -0.040
H -0.529307 1.897870 -3.909864 -0.01 0.01 0.03 0.332
H -0.556663 -1.250202 -6.179691 0.08 -0.01 0.05 0.451
H -1.871901 -0.148062 -5.772578 -0.02 0.00 0.02 0.375
H -1.960219 -1.857191 -5.300658 0.02 -0.04 -0.03 0.362
H 1.842896 -1.551643 -4.319335 -0.01 0.07 -0.02 0.541
H 0.809311 -2.833394 -3.712506 0.00 0.01 0.01 0.461
H 1.534635 -1.670230 -2.586888 -0.01 0.02 -0.01 -0.579
H -3.562278 0.142455 -3.774207 -0.08 0.04 -0.02 0.548
H -4.878186 2.176648 -3.290285 -0.03 0.00 0.03 0.500
H -4.359849 3.489872 -1.209039 0.02 0.03 -0.03 0.548
H -2.471585 2.741434 0.204879 0.02 0.03 0.06 0.438
H -2.161362 -1.307794 0.434735 -0.13 -0.03 -0.04 0.025
H -0.786442 -2.386437 0.086003 0.05 -0.07 0.01 -0.173
H -2.330044 -3.051051 0.623177 -0.04 -0.07 -0.06 0.518
H -4.663794 -1.292990 -1.210292 0.03 -0.01 0.03 0.316
H -4.852125 -3.047445 -1.281811 0.06 -0.05 0.01 0.414
H -4.778211 -2.118273 -2.771709 -0.02 -0.02 0.00 0.375
H -0.936598 -3.919045 -3.082998 0.00 0.02 0.07 0.262
H -2.611391 -4.133269 -3.584101 -0.03 0.05 0.00 0.396
H -2.044815 -4.862809 -2.097036 -0.02 0.02 0.05 0.471
C 1.451937 -4.056080 -0.584055 0.07 0.07 0.12 -1.206
C 2.562272 -3.027070 -0.429221 -0.29 0.07 0.11 -1.035
As 2.176731 -1.437645 0.709868 0.84 -0.72 -0.13 0.214
C 3.849571 -0.483519 0.272497 -0.14 0.24 -0.01 -0.868
C 3.601618 0.642522 -0.732122 -0.03 -0.16 0.08 -1.094
C 2.490280 -2.214593 2.497722 0.03 0.02 -0.04 -0.255
C 3.916460 -2.679933 2.773750 -0.02 0.01 -0.05 -1.290
H 1.858136 -4.957704 -1.042302 -0.05 -0.01 -0.04 0.455
H 0.645151 -3.691552 -1.221507 -0.03 0.00 0.02 0.095
H 1.034952 -4.350169 0.380996 -0.05 -0.01 -0.02 0.311
H 2.890245 -2.657709 -1.400514 0.06 0.06 0.06 0.751
H 3.429442 -3.486919 0.046025 0.04 0.11 0.03 0.572
H 4.298071 -0.098322 1.186548 0.00 -0.05 0.05 0.565
H 4.553541 -1.206362 -0.139666 -0.05 -0.09 0.08 0.619
H 4.518256 1.198380 -0.926238 0.00 0.01 -0.04 0.443
H 2.855931 1.353416 -0.361840 0.03 0.08 -0.04 0.120
H 3.247594 0.245562 -1.686315 -0.01 0.04 -0.02 0.256
H 1.797992 -3.054661 2.592463 -0.07 0.06 -0.05 0.479
H 2.194505 -1.461717 3.227900 -0.06 0.02 -0.02 -0.038
H 4.238607 -3.462090 2.087531 0.02 0.02 -0.01 0.308
H 3.963420 -3.098895 3.778872 0.03 0.00 0.00 0.425
H 4.633423 -1.860826 2.725182 0.01 -0.02 -0.01 0.304

***

| no. | electronic energy (eV) |
| --- | --- |
| 1 | -14970.0368 |
| 2 | -167209.8547 |
| 3 | -7254.4354 |
| 4 | -10905.5462 |
| 5 | -119317.8504 |